{
  "formula": "C52H58N9OPSiSrTe",
  "method": "the ωB97M-V functional and the def2-TZVPD basis",
  "relative_energy_kj_mol": 0.0,
  "spin_multiplicity": 1,
  "energy_ev": -95621.5644,
  "charge": 0,
  "e_homo_ha": -0.251,
  "molar_mass_g_mol": 1099.4,
  "orbital_gap_ev": 6.83,
  "symbols": ["Sr", "C", "C", "C", "C", "N", "C", "N", "C", "N", "C", "N", "C", "C", "C", "C", "C", "N", "C", "C", "C", "C", "C", "C", "H", "H", "H", "H", "H", "H", "H", "H", "H", "H", "H", "H", "C", "C", "C", "C", "C", "O", "C", "N", "C", "C", "C", "C", "C", "C", "P", "C", "C", "C", "C", "C", "C", "C", "C", "C", "C", "C", "C", "H", "H", "H", "H", "H", "H", "H", "H", "H", "H", "H", "H", "H", "H", "H", "H", "H", "H", "H", "H", "H", "H", "H", "H", "N", "C", "C", "N", "C", "C", "N", "H", "H", "H", "H", "H", "C", "Te", "C", "H", "H", "H", "H", "H", "H", "C", "Si", "C", "C", "C", "H", "H", "H", "H", "H", "H", "H", "H", "H", "H", "H"],
  "positions_angstrom": [[-0.7592, 0.8752, -0.1734], [-2.7990, 3.4048, -3.2449], [-3.5479, 2.4635, -3.9533], [-3.9085, 1.2912, -3.3385], [-3.5027, 1.0437, -2.0095], [-2.6957, 1.9084, -1.3722], [-2.3871, 3.0657, -1.9786], [-4.0854, -0.0159, -1.3829], [-3.9391, -0.5125, -0.1902], [-2.9131, -0.5272, 0.7224], [-3.3903, -1.2164, 1.8405], [-2.8558, -1.7161, 2.8868], [-1.6218, -2.0089, 3.4152], [-1.5802, -3.2572, 4.0744], [-0.4151, -3.7035, 4.6446], [0.7003, -2.8746, 4.5994], [0.5649, -1.6537, 3.9765], [-0.5499, -1.2132, 3.3705], [-4.8349, -1.5453, 1.6495], [-5.7490, -2.2019, 2.4508], [-6.9884, -2.5010, 1.8961], [-7.2871, -2.1669, 0.5750], [-6.3570, -1.5077, -0.2205], [-5.1352, -1.2099, 0.3518], [-2.5311, 4.3590, -3.6760], [-3.8590, 2.6642, -4.9715], [-4.5364, 0.5570, -3.8221], [-1.7666, 3.7381, -1.3996], [-2.4888, -3.8422, 4.0974], [-0.3727, -4.6676, 5.1356], [1.6458, -3.1633, 5.0378], [1.4152, -0.9843, 3.9612], [-5.5011, -2.4689, 3.4702], [-7.7322, -3.0108, 2.4960], [-8.2551, -2.4300, 0.1669], [-6.5626, -1.2284, -1.2456], [-0.4287, -4.8670, 0.4890], [-0.1181, -4.6362, -0.9875], [-1.1899, -3.7653, -1.6340], [1.2973, -4.0548, -1.1779], [2.3929, -5.1074, -0.9044], [3.0509, -4.6339, 0.2807], [2.5264, -3.4016, 0.5408], [1.6045, -2.9861, -0.2214], [3.1330, -2.6886, 1.6881], [3.9264, -3.4398, 2.5591], [4.5468, -2.8567, 3.6499], [4.3939, -1.4991, 3.8631], [3.6204, -0.7419, 2.9947], [2.9640, -1.3097, 1.9022], [2.0004, -0.2730, 0.6855], [3.2766, -0.3369, -0.6390], [2.9097, -0.8364, -1.8835], [3.8293, -0.9320, -2.9162], [5.1386, -0.5205, -2.7124], [5.5258, -0.0480, -1.4657], [4.6053, 0.0280, -0.4310], [2.2008, 1.3899, 1.4724], [3.0842, 2.4101, 1.1197], [3.1415, 3.5816, 1.8601], [2.3341, 3.7489, 2.9782], [1.4250, 2.7602, 3.3176], [1.3381, 1.6082, 2.5479], [-1.4425, -5.2515, 0.6093], [-0.3545, -3.9244, 1.0323], [0.2606, -5.5789, 0.9518], [-0.1071, -5.6046, -1.5005], [-0.9737, -3.5969, -2.6913], [-1.2510, -2.7984, -1.1287], [-2.1707, -4.2393, -1.5629], [1.3741, -3.6485, -2.1885], [3.1315, -5.1828, -1.7028], [1.9839, -6.0961, -0.6977], [4.0494, -4.4930, 2.3669], [5.1501, -3.4572, 4.3184], [4.8820, -1.0200, 4.7031], [3.5335, 0.3146, 3.1862], [1.8938, -1.1765, -2.0314], [3.5236, -1.3298, -3.8761], [5.8584, -0.5798, -3.5189], [6.5515, 0.2544, -1.2964], [4.9332, 0.3628, 0.5459], [3.7376, 2.2948, 0.2648], [3.8322, 4.3630, 1.5670], [2.3928, 4.6590, 3.5625], [0.7617, 2.8923, 4.1648], [0.5872, 0.8647, 2.7871], [-3.0597, 3.7600, 4.3871], [-2.2601, 3.8703, 3.2870], [-2.0368, 2.7774, 2.4332], [-1.2324, 2.8830, 1.3917], [-0.6358, 4.0562, 1.1619], [-0.8708, 5.1259, 2.0016], [-1.6734, 5.0432, 3.0608], [-3.6674, 2.9667, 4.4790], [-3.3130, 4.6095, 4.8591], [-2.5069, 1.8138, 2.6092], [0.0252, 4.1139, 0.3070], [-0.3945, 6.0847, 1.8329], [-2.4898, -1.6715, -4.2310], [-0.6878, -1.1260, -3.2184], [0.0087, 0.0756, -4.8320], [-2.7530, -0.8468, -4.8885], [-3.2752, -1.8171, -3.4918], [-2.3360, -2.5798, -4.8067], [0.0473, -0.5285, -5.7352], [1.0038, 0.4386, -4.5839], [-0.6590, 0.9233, -4.9632], [0.7034, 5.2849, -1.8898], [1.3816, 3.6405, -2.5678], [3.2524, 3.9627, -2.5751], [0.8060, 3.6154, -4.3691], [0.9605, 2.0907, -1.6720], [0.9999, 6.0843, -2.5758], [1.1247, 5.5352, -0.9108], [-0.3856, 5.3197, -1.8060], [3.5411, 4.7891, -3.2322], [3.8052, 3.0714, -2.8876], [3.5869, 4.2166, -1.5625], [0.9127, 4.6042, -4.8244], [-0.2476, 3.3309, -4.4391], [1.3830, 2.9092, -4.9719], [1.0356, 1.3008, -2.4381], [1.8213, 1.9087, -1.0183]]
}

---

{
  "formula": "C52H59AsF3InN2O5S3SbSe",
  "method": "the ωB97M-V functional and the def2-TZVPD basis",
  "relative_energy_kj_mol": 49.2,
  "spin_multiplicity": 2,
  "energy_ev": -246657.8336,
  "charge": -2,
  "e_homo_ha": [-0.067, -0.093],
  "molar_mass_g_mol": 1335.7,
  "orbital_gap_ev": [5.59, 6.23],
  "symbols": ["In", "C", "C", "C", "C", "C", "C", "C", "Se", "C", "C", "C", "C", "C", "C", "O", "C", "C", "C", "C", "C", "C", "C", "C", "C", "O", "C", "C", "C", "C", "C", "C", "H", "H", "H", "H", "H", "H", "H", "H", "H", "H", "H", "H", "H", "H", "H", "H", "H", "H", "H", "H", "H", "H", "H", "H", "H", "H", "H", "H", "H", "H", "H", "H", "H", "H", "H", "H", "H", "H", "H", "H", "S", "Sb", "S", "S", "O", "As", "C", "C", "C", "C", "C", "C", "C", "C", "C", "C", "C", "C", "C", "C", "C", "C", "C", "C", "H", "H", "H", "H", "H", "H", "H", "H", "H", "H", "H", "H", "H", "H", "H", "O", "N", "O", "F", "C", "F", "F", "C", "C", "C", "N", "C", "C", "H", "H", "H", "H"],
  "positions_angstrom": [[-0.7944, -0.6702, -1.1584], [1.3977, -2.6256, 6.3343], [1.3242, -3.5388, 5.1006], [0.1727, -4.5220, 5.3083], [2.6303, -4.3378, 4.9963], [1.1295, -2.7018, 3.8354], [0.0943, -2.8950, 2.9415], [-0.0382, -2.0913, 1.8129], [-1.6751, -2.2410, 0.8226], [-2.4472, -0.7263, 1.7222], [-3.0317, -0.9457, 2.9592], [-3.5476, 0.1101, 3.6930], [-3.3860, 1.3811, 3.1436], [-2.7752, 1.6452, 1.9258], [-2.3626, 0.5451, 1.1241], [-1.9580, 0.7319, -0.1095], [-2.6126, 3.1280, 1.5291], [-3.9924, 3.7061, 1.1919], [-2.0142, 3.9052, 2.7182], [-1.6785, 3.3886, 0.3385], [-4.2571, -0.0598, 5.0355], [-4.3623, -1.5318, 5.4353], [-5.6770, 0.5165, 4.9426], [-3.4853, 0.6847, 6.1357], [0.8713, -1.0684, 1.4663], [0.7301, -0.3092, 0.4003], [1.9380, -0.8633, 2.4044], [2.0174, -1.6668, 3.5303], [2.9839, 0.2260, 2.1764], [3.7902, -0.1368, 0.9301], [3.9660, 0.3533, 3.3415], [2.3013, 1.5938, 1.9968], [1.4460, -3.2230, 7.2519], [2.2796, -1.9814, 6.3072], [0.5161, -1.9816, 6.3841], [0.3229, -5.0712, 6.2423], [-0.7881, -4.0037, 5.3684], [0.1129, -5.2501, 4.4954], [2.7899, -4.9458, 5.8948], [2.6024, -4.9999, 4.1276], [3.4881, -3.6714, 4.8771], [-0.6579, -3.6530, 3.1148], [-3.0764, -1.9614, 3.3315], [-3.7534, 2.2291, 3.7143], [-4.6768, 3.6280, 2.0417], [-3.9063, 4.7635, 0.9140], [-4.4353, 3.1642, 0.3520], [-2.6818, 3.9333, 3.5824], [-1.0725, 3.4490, 3.0350], [-1.8139, 4.9399, 2.4203], [-2.0889, 3.0269, -0.5986], [-1.5238, 4.4716, 0.2621], [-0.7090, 2.9040, 0.4709], [-4.8987, -2.1137, 4.6814], [-3.3744, -1.9811, 5.5719], [-4.9056, -1.6159, 6.3813], [-6.2363, 0.0239, 4.1435], [-6.2142, 0.3719, 5.8872], [-5.6577, 1.5868, 4.7234], [-2.4619, 0.3064, 6.2044], [-3.4305, 1.7564, 5.9264], [-3.9723, 0.5528, 7.1094], [2.8336, -1.4882, 4.2197], [4.2636, -1.1158, 1.0467], [3.1336, -0.1900, 0.0709], [4.5656, 0.6135, 0.7422], [4.5441, -0.5637, 3.4911], [4.6715, 1.1579, 3.1116], [3.4637, 0.6049, 4.2810], [1.5573, 1.5527, 1.2018], [1.8035, 1.8972, 2.9234], [3.0515, 2.3545, 1.7439], [-5.5360, -0.5460, -4.1633], [-4.3838, -1.8452, -2.6586], [-2.0147, -1.6191, -3.1151], [-4.8317, -1.4118, -0.4578], [0.6488, -0.1229, -2.6855], [2.0445, -0.7110, -3.4352], [3.6327, 0.1958, -2.8307], [3.3581, 1.4541, -2.3010], [4.4000, 2.3206, -2.0057], [5.7146, 1.9331, -2.2314], [5.9852, 0.6684, -2.7367], [4.9445, -0.2003, -3.0429], [1.7896, 0.3450, -5.0915], [2.7360, 1.2007, -5.6400], [2.4483, 1.9331, -6.7896], [1.2069, 1.8147, -7.3968], [0.2526, 0.9573, -6.8558], [0.5415, 0.2291, -5.7116], [2.1353, -2.3975, -4.3870], [3.3348, -2.8610, -4.9157], [3.3691, -4.0816, -5.5725], [2.2095, -4.8371, -5.6960], [1.0170, -4.3663, -5.1659], [0.9736, -3.1484, -4.5009], [2.3305, 1.7411, -2.1101], [4.1811, 3.2943, -1.5864], [6.5290, 2.6093, -1.9994], [7.0100, 0.3526, -2.8948], [5.1706, -1.1912, -3.4107], [3.7074, 1.3117, -5.1726], [3.1952, 2.6010, -7.2037], [0.9764, 2.3966, -8.2815], [-0.7273, 0.8734, -7.3107], [-0.2241, -0.4097, -5.2817], [4.2405, -2.2769, -4.8357], [4.3046, -4.4478, -5.9776], [2.2392, -5.7956, -6.2004], [0.1101, -4.9510, -5.2526], [0.0433, -2.8087, -4.0598], [3.2583, -2.7219, -1.4542], [2.1820, -2.1973, -1.6978], [1.1376, -2.6628, -1.2353], [-4.7414, 4.1636, -5.4917], [-3.4122, 4.0579, -5.6294], [-2.9063, 5.3113, -5.6072], [-3.1749, 3.5743, -6.8666], [-2.7895, 3.1956, -4.5745], [-1.4057, 3.1298, -4.4941], [-0.8504, 2.3090, -3.5309], [-1.5835, 1.6104, -2.6628], [-2.9097, 1.6897, -2.7461], [-3.5622, 2.4611, -3.7002], [-0.7723, 3.6815, -5.1774], [0.2219, 2.1900, -3.4520], [-3.4752, 1.0995, -2.0323], [-4.6411, 2.4443, -3.7576]]
}

---

{
  "formula": "C52H59AuFN2P2Si",
  "method": "the ωB97M-V functional and the def2-TZVPD basis",
  "relative_energy_kj_mol": 7.2,
  "spin_multiplicity": 3,
  "energy_ev": -90722.5453,
  "charge": 1,
  "e_homo_ha": [-0.338, -0.368],
  "molar_mass_g_mol": 1018.1,
  "orbital_gap_ev": [7.51, 5.78],
  "symbols": ["Au", "C", "Si", "C", "C", "N", "C", "C", "C", "C", "C", "C", "F", "H", "H", "H", "H", "H", "H", "H", "H", "H", "H", "H", "H", "H", "C", "P", "C", "C", "C", "C", "C", "C", "C", "C", "C", "C", "C", "C", "P", "C", "C", "C", "C", "C", "C", "C", "C", "C", "C", "C", "C", "H", "H", "H", "H", "H", "H", "H", "H", "H", "H", "H", "H", "H", "H", "H", "H", "H", "H", "H", "H", "H", "H", "C", "C", "C", "C", "C", "C", "C", "C", "N", "C", "C", "C", "C", "C", "C", "C", "C", "C", "C", "H", "H", "H", "H", "H", "H", "H", "H", "H", "H", "H", "H", "H", "H", "H", "H", "H", "H", "H", "H", "H", "H", "H", "H"],
  "positions_angstrom": [[-0.6466, 0.7954, -0.4891], [1.3266, 1.8151, 2.2569], [2.3944, 0.6119, 1.3456], [5.0340, -1.9381, 3.4613], [4.1536, 1.1673, 1.1591], [1.7078, -0.6243, 0.5945], [2.2526, -1.6806, -0.1131], [3.4727, -2.2903, 0.2110], [3.9745, -3.3660, -0.5043], [3.2702, -3.8826, -1.5808], [2.0523, -3.3146, -1.9261], [1.5737, -2.2496, -1.1959], [0.3747, -1.7216, -1.5663], [1.8961, 2.3429, 3.0225], [0.4881, 1.3040, 2.7294], [0.9252, 2.5546, 1.5594], [5.9045, -1.7724, 4.0957], [5.1861, -2.8688, 2.9138], [4.9831, -1.1218, 2.7432], [4.5691, 1.5024, 2.1100], [4.1570, 2.0341, 0.4890], [4.7934, 0.4004, 0.7281], [4.0254, -1.9024, 1.0581], [4.9210, -3.8030, -0.2150], [3.6555, -4.7220, -2.1419], [1.4619, -3.6865, -2.7530], [-1.3376, -1.1036, 2.6367], [-1.8831, -0.3277, 1.0722], [-2.7307, -1.6198, 0.1152], [-2.1718, -2.8868, -0.0301], [-2.7822, -3.8296, -0.8449], [-3.9397, -3.5096, -1.5372], [-4.4823, -2.2365, -1.4242], [-3.8794, -1.2942, -0.6073], [-3.2074, 0.7471, 1.6983], [-3.0150, 2.1262, 1.7067], [-3.9954, 2.9697, 2.2117], [-5.1760, 2.4376, 2.7063], [-5.3724, 1.0617, 2.7088], [-4.3910, 0.2187, 2.2139], [-0.0316, -2.4463, 2.6824], [1.3355, -1.7121, 3.6609], [2.5451, -2.3152, 3.4815], [3.7544, -2.0065, 4.3060], [3.5588, -0.7884, 5.1497], [2.3475, -0.1968, 5.3009], [1.2044, -0.6709, 4.6170], [-0.8250, -3.4790, 3.9872], [-0.2659, -3.7207, 5.2388], [-0.8945, -4.5687, 6.1424], [-2.0900, -5.1843, 5.8109], [-2.6571, -4.9517, 4.5651], [-2.0256, -4.1142, 3.6609], [-2.2510, -1.5473, 3.0446], [-1.0936, -0.2742, 3.3044], [-1.2398, -3.1381, 0.4603], [-2.3416, -4.8129, -0.9446], [-4.4128, -4.2459, -2.1729], [-5.3774, -1.9768, -1.9732], [-4.3090, -0.3019, -0.5299], [-2.0976, 2.5415, 1.3037], [-3.8374, 4.0400, 2.2137], [-5.9437, 3.0929, 3.0956], [-6.2924, 0.6458, 3.0969], [-4.5564, -0.8521, 2.2099], [2.6333, -3.1153, 2.7521], [3.9011, -2.8639, 4.9896], [4.4184, -0.4140, 5.6922], [2.2466, 0.6519, 5.9659], [0.2439, -0.2223, 4.8279], [0.6645, -3.2466, 5.5221], [-0.4455, -4.7428, 7.1115], [-2.5775, -5.8435, 6.5164], [-3.5884, -5.4308, 4.2931], [-2.4810, -3.9542, 2.6893], [-2.9136, 3.9363, -6.0875], [-2.8391, 3.4023, -4.6828], [-3.9791, 3.3511, -3.8782], [-3.9332, 2.8466, -2.5733], [-5.1782, 2.7658, -1.7344], [-2.7282, 2.4062, -2.0850], [-1.5270, 2.4294, -2.8593], [-1.6362, 2.9495, -4.1817], [-0.3997, 1.9550, -2.2874], [0.9302, 2.0228, -2.9325], [1.9513, 1.5406, -1.8943], [3.3780, 1.5394, -2.4413], [3.4421, 0.6067, -3.6520], [2.4451, 1.0912, -4.7062], [2.7884, 2.5249, -5.1245], [2.7562, 3.4510, -3.9032], [3.7596, 2.9585, -2.8596], [1.3434, 3.4618, -3.3046], [1.0254, 1.0541, -4.1290], [-3.9210, 4.2668, -6.3322], [-2.6257, 3.1712, -6.8093], [-2.2396, 4.7836, -6.2181], [-4.9214, 3.7098, -4.2760], [-5.7865, 3.6639, -1.8412], [-4.9356, 2.6378, -0.6802], [-5.7923, 1.9179, -2.0441], [-2.6744, 2.0361, -1.0699], [-0.7819, 2.9782, -4.8324], [1.6848, 0.5356, -1.5723], [1.8832, 2.2056, -1.0222], [4.0548, 1.1756, -1.6616], [3.2053, -0.4179, -3.3498], [4.4546, 0.5995, -4.0638], [2.4824, 0.4350, -5.5790], [2.0795, 2.8761, -5.8815], [3.7806, 2.5511, -5.5820], [3.0116, 4.4688, -4.2078], [3.7548, 3.6275, -1.9928], [4.7715, 2.9719, -3.2726], [0.6589, 3.9270, -4.0081], [1.3201, 4.0718, -2.3958], [0.7836, 0.0482, -3.7718], [0.3057, 1.2940, -4.9090]]
}